*1*
Here is a structure of composition C18H37OP3ReSe from OMol25. Energies are from the ωB97M-V functional and the def2-TZVPD basis.

XYZ file:
```
61
Properties=species:S:1:pos:R:3
Re 0.304 -1.028 1.106
P -1.189 -0.504 2.760
P 1.800 -2.582 0.372
P -1.432 -0.893 -0.604
H 0.221 3.939 0.409
C -0.858 3.762 0.347
C -1.551 3.602 1.476
H -1.070 3.717 2.452
C -0.287 0.406 4.048
C -1.825 -2.066 3.463
C -2.742 0.451 2.681
C 2.977 -2.499 -1.029
C 2.937 -3.113 1.731
C 0.759 -4.063 0.048
C -2.577 0.547 -0.830
C -2.682 -2.173 -0.147
C -1.131 -1.332 -2.383
H -1.280 3.597 -0.657
H -2.647 3.584 1.419
H -0.201 1.457 3.738
H 0.731 0.002 4.162
H -0.809 0.342 5.011
H -0.983 -2.725 3.706
H -2.445 -2.593 2.727
H -2.408 -1.847 4.363
H -2.527 1.484 2.397
H -3.218 0.432 3.671
H -3.437 0.023 1.956
H 3.680 -3.349 -0.980
H 3.545 -1.557 -0.969
H 2.443 -2.524 -1.990
H 3.556 -3.958 1.389
H 2.320 -3.399 2.595
H 3.566 -2.250 2.010
H 1.427 -4.929 -0.020
H 0.201 -3.926 -0.888
H 0.054 -4.166 0.883
H -3.422 0.267 -1.494
H -2.040 1.401 -1.274
H -3.005 0.887 0.129
H -3.402 -2.273 -0.971
H -3.221 -1.888 0.764
H -2.193 -3.137 0.025
H -2.088 -1.533 -2.895
H -0.509 -2.234 -2.457
H -0.596 -0.513 -2.893
C 1.658 2.351 -2.846
C 1.315 3.688 -2.533
C 1.521 4.680 -3.468
C 2.041 4.378 -4.715
C 2.398 3.062 -5.045
C 2.244 2.050 -4.094
Se 1.320 0.971 -1.671
H 0.657 -1.790 2.557
H 0.867 3.878 -1.570
H 1.281 5.703 -3.200
H 2.176 5.159 -5.456
H 2.818 2.815 -6.009
H 2.541 1.021 -4.299
O 2.676 0.937 1.596
C 1.736 0.252 1.397
```

**Net charge**: +4
**HOMO (spin up / spin down)**: -0.75479 / -0.75322 Ha
**Multiplicity**: 4
**Expectation value of S²**: 3.796

natural (NBO) atomic charge list, values in e, 5 entries: 0.4358 1.0275 0.9898 0.8622 0.1882


*2*
Here is a structure of composition C18H37OP3ReSe from OMol25. Energies are from the ωB97M-V functional and the def2-TZVPD basis.

XYZ file:
```
61
Properties=species:S:1:pos:R:3
Re 1.076 0.075 1.036
P 0.940 -2.385 0.789
P 2.465 0.086 -0.812
P -1.108 -0.130 1.935
H 0.823 3.309 -0.432
C 0.339 2.854 0.439
C 1.106 2.066 1.364
H 2.135 1.782 0.948
C 0.063 -3.328 -0.539
C 2.622 -3.181 0.645
C 0.351 -3.369 2.268
C 2.672 1.699 -1.660
C 4.183 -0.191 -0.203
C 2.413 -0.955 -2.334
C -2.068 1.432 2.040
C -0.983 -0.595 3.711
C -2.471 -1.235 1.353
H -0.538 3.438 0.761
H 1.046 2.225 2.449
H 0.252 -4.412 -0.451
H 0.404 -2.978 -1.522
H -1.017 -3.135 -0.472
H 2.516 -4.270 0.802
H 3.271 -2.751 1.426
H 3.059 -2.984 -0.348
H 0.717 -4.411 2.178
H -0.750 -3.367 2.310
H 0.756 -2.912 3.188
H 3.612 1.659 -2.218
H 2.740 2.524 -0.946
H 1.851 1.919 -2.348
H 4.876 0.034 -1.020
H 4.342 -1.221 0.127
H 4.430 0.457 0.641
H 3.333 -0.780 -2.910
H 1.562 -0.672 -2.972
H 2.350 -2.037 -2.160
H -2.954 1.245 2.659
H -2.392 1.769 1.050
H -1.482 2.240 2.489
H -1.777 -0.069 4.252
H -0.023 -0.321 4.151
H -1.120 -1.674 3.828
H -3.395 -0.869 1.827
H -2.361 -2.287 1.632
H -2.610 -1.188 0.266
C -2.481 1.270 -2.658
C -2.020 2.515 -2.212
C -2.863 3.612 -2.420
C -4.149 3.409 -2.906
C -4.647 2.167 -3.257
C -3.794 1.068 -3.072
Se -1.538 -0.488 -2.948
H -0.893 0.320 -1.860
H -1.032 2.588 -1.777
H -2.473 4.595 -2.104
H -4.744 4.290 -3.047
H -5.650 2.112 -3.643
H -4.146 0.055 -3.298
O 2.950 -0.362 3.443
C 2.225 -0.260 2.542
```

**Net charge**: +4
**HOMO (spin up / spin down)**: -0.78439 / -0.78908 Ha
**Multiplicity**: 4
**Expectation value of S²**: 3.796

natural (NBO) atomic charge list, values in e, 5 entries: 0.2182 1.0181 0.9751 1.0420 0.2575


Least stable = *1*


*1*
Here is a structure of composition C4H5NOS from OMol25. Energies are from the ωB97M-V functional and the def2-TZVPD basis.

XYZ file:
```
12
Properties=species:S:1:pos:R:3
C -1.045 -1.271 0.240
C 0.246 -0.972 0.806
C -1.810 0.024 -0.148
C 1.625 1.009 -0.484
N -1.076 1.118 0.101
O -2.869 0.006 -0.823
S 0.256 0.849 0.821
H -1.301 -2.291 -0.023
H 0.798 -1.512 1.530
H 2.541 0.904 -0.045
H 1.440 1.900 -0.874
H 1.196 0.235 -1.101
```

**HOMO**: -0.33272 Ha

natural (NBO) atomic charge list, values in e, 5 entries: -0.2034 -0.4439 0.5734 -0.6907 -0.8624


*2*
Here is an isolated molecule of C4H5NOS from OMol25. Energies are from the ωB97M-V functional and the def2-TZVPD basis.

XYZ file:
```
12
Properties=species:S:1:pos:R:3
O -0.037 2.076 0.061
C 0.377 0.964 -0.064
C 1.853 0.922 -0.131
S 2.717 -0.450 0.016
N -0.316 -0.149 -0.442
C -0.476 -1.427 0.019
C -1.627 -0.291 0.109
H 2.356 1.894 -0.219
H -0.202 -1.731 1.036
H -0.580 -2.078 -0.843
H -2.423 0.037 -0.707
H -1.642 0.232 1.164
```

**HOMO**: -0.33502 Ha
**Structure (SMILES)**: O=C(C=S)N1CC1

natural (NBO) atomic charge list, values in e, 5 entries: -0.5364 0.5899 -0.3311 0.0950 -0.4536


Least stable = *2*


*1*
Here is a structure of composition C15H13N3O4Sr from OMol25. Energies are from the ωB97M-V functional and the def2-TZVPD basis.

XYZ file:
```
36
Properties=species:S:1:pos:R:3
Sr -0.433 -1.408 0.842
O 2.132 4.015 0.365
C 3.159 3.144 0.195
C 4.459 3.622 0.036
C 5.525 2.754 -0.109
C 5.309 1.384 -0.088
C 4.021 0.909 0.075
C 2.925 1.762 0.204
C 1.585 1.115 0.333
O 1.556 -0.102 0.710
N 0.516 1.838 0.022
N -0.601 1.066 0.081
C -1.728 1.663 0.020
C -2.967 0.883 0.038
C -4.195 1.524 -0.104
C -5.352 0.766 -0.121
C -5.259 -0.612 0.008
C -4.003 -1.172 0.173
N -2.883 -0.449 0.202
H 2.488 4.910 0.362
H 4.625 4.694 0.032
H 6.524 3.151 -0.234
H 6.135 0.694 -0.197
H 3.827 -0.153 0.101
H -1.795 2.747 -0.051
H -4.226 2.599 -0.211
H -6.317 1.242 -0.240
H -6.134 -1.245 -0.013
H -3.877 -2.245 0.286
C -0.473 -6.212 -0.647
O 0.067 -4.926 -0.325
C -0.818 -3.998 0.158
O -1.992 -4.329 0.296
H 0.356 -6.811 -1.016
H -1.245 -6.133 -1.413
H -0.914 -6.685 0.231
```

**HOMO**: -0.26653 Ha

natural (NBO) atomic charge list, values in e, 5 entries: 1.7881 -0.6523 0.4211 -0.3282 -0.1709


*2*
Here is a structure of composition C15H13N3O4Sr from OMol25. Energies are from the ωB97M-V functional and the def2-TZVPD basis.

XYZ file:
```
36
Properties=species:S:1:pos:R:3
Sr -0.247 -0.142 -1.165
O 0.689 -3.449 3.578
C 1.683 -3.820 2.726
C 2.554 -4.848 3.081
C 3.549 -5.268 2.218
C 3.679 -4.672 0.971
C 2.810 -3.654 0.624
C 1.819 -3.186 1.486
C 0.985 -2.041 1.009
O 0.879 -1.886 -0.264
N 0.480 -1.245 1.925
N -0.111 -0.164 1.285
C -0.985 0.506 1.916
C -1.629 1.655 1.224
C -2.711 2.287 1.813
C -3.331 3.329 1.143
C -2.846 3.708 -0.093
C -1.760 3.021 -0.608
N -1.147 2.022 0.020
H 0.720 -4.034 4.342
H 2.434 -5.322 4.050
H 4.214 -6.066 2.523
H 4.445 -4.998 0.281
H 2.878 -3.184 -0.348
H -1.315 0.231 2.916
H -3.072 1.950 2.775
H -4.186 3.828 1.580
H -3.299 4.507 -0.662
H -1.370 3.288 -1.584
C -2.872 -2.772 0.000
O -3.605 -1.655 -0.475
C -2.784 -0.664 -1.064
O -3.400 0.341 -1.383
H -3.541 -3.632 0.033
H -2.486 -2.598 1.010
H -2.033 -3.016 -0.656
```

**HOMO**: -0.26293 Ha

natural (NBO) atomic charge list, values in e, 5 entries: 1.7449 -0.6533 0.4183 -0.3256 -0.1748


Least stable = *2*


*1*
Here is an isolated molecule of C6H9Cl from OMol25. Energies are from the ωB97M-V functional and the def2-TZVPD basis.

XYZ file:
```
16
Properties=species:S:1:pos:R:3
C 0.627 -1.698 0.759
C -0.047 -0.697 0.194
C -1.195 -1.252 -0.699
C 0.420 0.729 0.151
C -0.693 1.872 0.354
C 1.609 1.048 -0.331
Cl 2.815 -0.225 -0.145
H 0.503 -2.721 0.474
H 1.128 -1.262 1.809
H -0.903 -0.999 -1.692
H -2.238 -0.616 -0.562
H -1.015 -2.405 -0.510
H -1.745 1.309 0.821
H -0.898 2.019 -0.934
H -0.404 2.791 0.959
H 2.035 2.105 -0.646
```

**HOMO**: -0.31310 Ha
**Structure (SMILES)**: C=C(C)/C(C)=C\Cl

natural (NBO) atomic charge list, values in e, 5 entries: -0.3771 -0.0519 -0.6378 -0.0638 -0.6499


*2*
Here is an isolated molecule of C6H9Cl from OMol25. Energies are from the ωB97M-V functional and the def2-TZVPD basis.

XYZ file:
```
16
Properties=species:S:1:pos:R:3
C -0.347 0.449 -2.528
C 0.676 0.225 -1.605
Cl 2.269 0.687 -2.131
C 0.740 -0.292 -0.216
C -0.395 -1.291 0.273
C -0.337 0.102 0.749
C -0.207 0.463 2.227
H -0.116 0.749 -3.557
H -1.366 0.531 -2.262
H 1.586 -0.699 0.199
H -1.158 -1.570 -0.380
H 0.146 -2.039 0.951
H -1.109 0.651 0.253
H 0.635 0.043 2.845
H -1.073 0.376 2.822
H 0.058 1.616 2.358
```

**HOMO**: -0.32466 Ha
**Structure (SMILES)**: C=C(Cl)[C@@H]1C[C@H]1C

natural (NBO) atomic charge list, values in e, 5 entries: -0.4562 0.0201 -0.0145 -0.2944 -0.3801


Least stable = *1*


*1*
Here is a cluster of 2 separate species, C5H8FN in total from OMol25. Energies are from the ωB97M-V functional and the def2-TZVPD basis.

XYZ file:
```
15
Properties=species:S:1:pos:R:3
C -1.151 1.567 -0.968
C -0.896 0.340 -0.831
N -0.778 -0.782 -0.414
C -0.899 -2.059 -1.144
H -2.083 1.851 -0.731
H -0.491 2.286 -1.245
H 0.001 -2.803 -0.929
H -0.973 -1.880 -2.133
H -1.769 -2.592 -0.762
C 1.164 0.721 2.133
C 1.820 0.718 1.024
F 1.989 -0.341 0.260
H 0.913 -0.131 2.676
H 0.969 1.600 2.734
H 2.182 1.505 0.329
```

**HOMO**: -0.31542 Ha
**Structure (SMILES)**: C=C=NC.C=CF

natural (NBO) atomic charge list, values in e, 5 entries: -0.6485 0.4268 -0.4277 -0.4082 0.2289


*2*
Here is an isolated molecule of C5H8FN from OMol25. Energies are from the ωB97M-V functional and the def2-TZVPD basis.

XYZ file:
```
15
Properties=species:S:1:pos:R:3
F -0.460 3.315 -0.552
C -0.114 2.267 0.371
C 0.462 1.270 -0.451
C 0.800 -0.044 -0.073
C -0.085 -0.972 -0.942
C -0.622 -1.626 0.397
N 0.004 -0.408 1.028
H -0.464 2.441 1.592
H 0.858 1.566 -1.414
H 1.800 -0.396 -0.213
H 0.411 -1.730 -1.637
H -0.991 -0.560 -1.337
H -1.771 -1.720 0.383
H -0.305 -2.580 0.863
H 0.477 -0.822 1.984
```

**HOMO**: -0.31956 Ha
**Structure (SMILES)**: F/C=C/[C@@H]1CCN1

natural (NBO) atomic charge list, values in e, 5 entries: -0.3908 0.1894 -0.2451 -0.1398 -0.3909


Least stable = *2*